The following is a DFT calculation (ωB97M-V with the def2-TZVPD basis set) of 2 unconnected molecules or ions with the total composition H3OS2 at a distorted geometry.

Properties
E_tot   -23767.940 eV
Kohn-Sham gap   6.2433 eV
Charge   -1
Energy relative to the best compared isomer or geometry (same formula, charge and spin)   7.4 kcal/mol
Highest occupied orbital energy   -0.0908 Eh

Geometry (Å):
O (1.1058, 1.3030, 1.2099)
H (0.9784, 0.3238, 1.1798)
S (-1.1676, -1.9465, 0.1574)
S (-0.2722, -0.4448, -1.0130)
H (0.3650, 1.4486, 0.5932)
H (-1.0093, -0.6840, -2.1273)